The following is a quantum chemistry calculation of 13 unconnected molecules or ions with the total composition C46H97N7O6 in a non-equilibrium geometry, from the OMol25 dataset.

CARTESIAN COORDINATES (ANGSTROEM)
C -4.28923 0.17297 -4.59251
C -3.40636 -0.71129 -3.73469
C -2.32128 -1.31366 -4.60668
O -2.88202 0.12680 -2.68598
H -4.77743 -0.39251 -5.37328
H -3.81217 1.03653 -5.04760
H -5.09292 0.59906 -3.99358
H -3.97332 -1.45147 -3.20561
H -2.72950 -1.85193 -5.47701
H -1.75755 -2.03517 -4.04154
H -1.62487 -0.55507 -4.99924
H -2.08807 -0.31826 -2.34254
C 2.30979 -0.30160 3.24835
C 1.63762 -0.05755 4.60641
C 1.90359 -1.31479 5.49688
O 2.29970 1.12163 5.05112
H 1.93932 -1.20686 2.77489
H 3.36905 -0.35895 3.38053
H 2.07589 0.57298 2.61929
H 0.59233 0.11136 4.41656
H 3.03195 -1.23768 5.58953
H 1.61105 -2.26185 5.00164
H 1.39355 -1.18209 6.42806
H 1.73959 1.47294 5.73845
C -0.75244 0.23837 1.27343
C -0.30790 0.14843 -0.23178
C 1.20074 0.01502 -0.39703
O -0.96060 -0.96492 -0.86196
H -1.78010 0.53405 1.37799
H -0.09164 0.95603 1.79462
H -0.55783 -0.70558 1.79521
H -0.66505 1.00951 -0.79244
H 1.52896 -0.22760 -1.39113
H 1.53340 -0.82606 0.28063
H 1.70422 0.86661 0.05220
H -0.44024 -1.75234 -0.66160
C 1.03333 3.96649 2.98002
C 0.39951 4.02513 1.59861
C 0.14872 5.45714 1.12607
O 1.22370 3.19473 0.77957
H 2.07339 4.17543 2.90579
H 0.96498 2.95785 3.45099
H 0.59227 4.70415 3.63553
H -0.65021 3.56348 1.67166
H -0.25798 5.50208 0.12738
H 1.07996 6.00980 1.04003
H -0.52861 5.99075 1.79304
H 1.08349 3.34190 -0.15848
C -5.48598 2.14393 -1.74920
C -4.11155 2.78559 -1.32334
C -3.50522 2.14843 -0.11816
O -3.15193 2.87243 -2.46376
H -5.77536 2.47854 -2.74326
H -6.24817 2.36220 -1.02132
H -5.34598 1.05773 -1.73647
H -4.24763 3.84998 -1.13089
H -3.31004 1.09614 -0.35203
H -4.18243 2.25425 0.74331
H -2.58809 2.66555 0.09887
H -2.94292 1.95499 -2.77899
C 7.33290 -0.20314 1.14396
C 5.92073 -0.87945 0.99623
C 5.08578 -0.12547 -0.01153
O 5.99286 -2.24651 0.56010
H 7.98532 -0.68543 1.90474
H 7.16479 0.83520 1.25295
H 7.73660 -0.41332 0.18130
H 5.40648 -0.85469 1.99933
H 4.17767 -0.70489 -0.21510
H 5.65284 -0.07917 -0.95855
H 4.81762 0.92009 0.24800
H 6.52307 -2.78735 1.14333
C 2.91419 -1.17285 -3.58776
C 1.53805 -1.76829 -3.93851
C 1.31387 -2.17253 -5.39262
C 1.72396 -1.21062 -6.42266
N 2.18540 -0.54821 -7.21800
H 3.71122 -1.81853 -4.01643
H 3.13592 -1.19693 -2.52099
H 3.05416 -0.14828 -3.91276
H 0.79365 -1.04505 -3.59231
H 1.42592 -2.64714 -3.30272
H 0.27489 -2.27844 -5.55614
H 1.72807 -3.15236 -5.57269
C 2.44003 -6.63159 -2.21672
C 1.35794 -7.42888 -1.56655
C 0.49131 -6.72976 -0.43644
C 0.07841 -5.35335 -0.78911
N -0.29362 -4.32456 -1.13944
H 2.01827 -5.69961 -2.58016
H 2.75016 -7.16193 -3.07891
H 3.30439 -6.51805 -1.56883
H 1.66185 -8.39318 -1.08186
H 0.64294 -7.75584 -2.30165
H 1.10907 -6.61107 0.47155
H -0.42167 -7.30889 -0.18533
C -2.19483 -2.13946 3.89691
C -2.00561 -3.50697 4.53512
C -1.58385 -3.47423 6.02657
C -2.40122 -2.56264 6.81778
N -3.11598 -1.78557 7.23780
H -2.67081 -1.44946 4.60012
H -2.83993 -2.14017 2.99152
H -1.26485 -1.69046 3.52339
H -1.30772 -4.10939 3.92327
H -2.96608 -4.01271 4.50068
H -0.48858 -3.15900 6.19156
H -1.76888 -4.48378 6.36394
C -0.16160 1.89230 -5.20914
C 0.09213 3.44066 -5.22446
C -0.63509 4.22762 -4.11071
C -0.31509 3.56694 -2.85632
N 0.01564 3.10848 -1.86683
H 0.45105 1.32220 -5.87655
H -1.14763 1.66707 -5.59268
H 0.09140 1.44846 -4.22247
H -0.14049 3.87760 -6.19118
H 1.18323 3.60944 -5.06340
H -1.72067 4.14657 -4.18110
H -0.37054 5.26828 -4.09590
C 3.44795 3.13415 -2.40345
C 4.51195 2.16237 -2.93995
C 5.98542 2.67199 -2.83302
C 6.33111 2.86218 -1.40991
N 6.74102 3.10986 -0.36380
H 3.71536 3.46997 -1.41345
H 2.51929 2.64375 -2.48819
H 3.40642 4.01740 -3.04507
H 4.40124 1.93802 -3.99944
H 4.42207 1.23976 -2.31626
H 6.09905 3.65042 -3.34964
H 6.75280 1.95986 -3.29857
C -2.40470 2.67762 4.73722
C -1.62016 2.52955 6.05788
C -1.90856 1.21815 6.69847
C -1.19611 1.09024 7.98100
N -0.50359 0.79163 8.85325
H -2.02581 2.10542 3.94499
H -2.43258 3.76453 4.45855
H -3.47206 2.34828 4.85645
H -1.88563 3.32255 6.83925
H -0.53808 2.65729 5.79556
H -1.75530 0.41489 5.97851
H -2.94868 1.28725 6.96298
C -3.85387 -1.96263 0.32287
C -5.16790 -2.64687 -0.00725
C -6.25655 -1.68237 -0.50715
C -6.71664 -0.78689 0.57517
N -6.96562 -0.01439 1.38701
H -3.28834 -1.77202 -0.58019
H -3.28609 -2.54344 1.08304
H -4.04681 -0.96361 0.74824
H -5.45246 -3.22305 0.87966
H -5.05407 -3.46710 -0.76489
H -7.14340 -2.19550 -0.89287
H -5.70723 -1.08464 -1.26716

**HOMO level**: -9.6 eV
**Kohn-Sham gap**: 9.65 eV
**Net charge**: 0